Record 1
Formula: CH4Br2Si
Source: the Open Molecules 2025 dataset
Level of theory: wB97M-V/def2-TZVPD

Results
Maximum force   0.0497 Eh/bohr
Energy relative to the best compared isomer or geometry (same formula, charge and spin)   6.433 eV

Structure (XYZ):
```
8
Properties=species:S:1:pos:R:3:mulliken_charge:R:1
Br -2.12 -2.05 0.08 -0.008
Br -2.16 1.04 -0.27 0.043
Si 1.31 0.28 -0.16 0.466
C -2.16 -0.33 0.95 -0.068
H 1.97 1.55 0.32 -0.091
H 0.31 0.16 0.92 -0.121
H 2.10 -0.84 -0.32 -0.127
H 0.76 0.18 -1.51 -0.093
```



Record 2
Formula: CH4BrClOP
Source: the Open Molecules 2025 dataset
Level of theory: wB97M-V/def2-TZVPD

Results
Charge   +1
Maximum force   0.0420 Eh/bohr
Energy relative to the best compared isomer or geometry (same formula, charge and spin)   2.471 eV

Structure (XYZ):
```
9
Properties=species:S:1:pos:R:3:mulliken_charge:R:1
Br 2.00 -1.89 3.14 -0.219
Cl 1.59 -0.04 0.63 0.034
P 1.25 1.50 -0.60 0.944
O 2.21 2.53 -0.81 -0.356
C -0.40 1.49 -1.39 -0.675
H -0.80 0.46 -1.10 0.319
H -0.93 2.27 -0.80 0.319
H -0.61 1.58 -2.48 0.356
H 1.68 -2.62 4.27 0.278
```



Record 3
Formula: CH4BrClOSi
Source: the Open Molecules 2025 dataset
Level of theory: wB97M-V/def2-TZVPD

Results
Maximum force   0.0522 Eh/bohr
SMILES string   [SiH3]O[C@H](Cl)Br
Energy relative to the best compared isomer or geometry (same formula, charge and spin)   0.745 eV

Structure (XYZ):
```
9
Properties=species:S:1:pos:R:3:mulliken_charge:R:1
Br 2.23 -0.97 -0.16 -0.145
Cl 1.10 1.92 -0.35 -0.159
Si -1.36 -0.43 -0.43 0.491
O -0.21 -0.03 0.77 -0.236
C 1.04 0.39 0.65 -0.002
H -1.58 0.56 -1.43 -0.097
H -0.57 -1.23 -1.38 -0.089
H -2.17 -0.71 0.68 -0.081
H 1.52 0.49 1.65 0.318
```



Record 4
Formula: CH4BrN2
Source: the Open Molecules 2025 dataset
Level of theory: wB97M-V/def2-TZVPD

Results
Charge   +1
Maximum force   0.0673 Eh/bohr
Energy relative to the best compared isomer or geometry (same formula, charge and spin)   3.997 eV

Structure (XYZ):
```
8
Properties=species:S:1:pos:R:3:mulliken_charge:R:1
Br -0.20 -0.88 -0.64 0.103
N 0.80 -1.74 0.65 -0.475
N 1.90 1.64 -1.02 -0.139
C 0.82 1.47 -0.58 0.095
H 1.14 -2.68 0.46 0.300
H -0.10 1.82 0.04 0.420
H 0.23 -1.90 1.40 0.292
H 2.89 1.78 -1.37 0.405
```



Record 5
Formula: CH4BrO3P
Source: the Open Molecules 2025 dataset
Level of theory: wB97M-V/def2-TZVPD

Results
Maximum force   0.0812 Eh/bohr
SMILES string   OP(O)OCBr
Energy relative to the best compared isomer or geometry (same formula, charge and spin)   0.000 eV

Structure (XYZ):
```
10
Properties=species:S:1:pos:R:3:mulliken_charge:R:1
Br 0.52 -1.15 -2.24 -0.218
P -0.96 0.88 0.14 0.391
O 0.63 0.11 0.32 -0.285
O -0.99 1.48 1.61 -0.456
O -1.85 -0.47 0.48 -0.445
C 1.45 -0.22 -0.73 -0.289
H 1.97 0.50 -1.29 0.333
H 2.22 -0.88 -0.34 0.300
H -2.07 -0.95 -0.25 0.303
H -0.91 0.69 2.30 0.365
```



Record 6
Formula: CH4BrP
Source: the Open Molecules 2025 dataset
Level of theory: wB97M-V/def2-TZVPD

Results
Maximum force   0.0419 Eh/bohr
Energy relative to the best compared isomer or geometry (same formula, charge and spin)   3.418 eV

Structure (XYZ):
```
7
Properties=species:S:1:pos:R:3:mulliken_charge:R:1
Br 2.75 -1.03 0.57 -0.001
P -0.43 1.54 0.27 0.068
C -0.71 -0.28 -0.29 -0.839
H -0.51 -0.39 -1.39 0.281
H -0.17 -1.01 0.42 0.207
H 0.83 1.62 0.83 -0.030
H -1.76 -0.45 -0.41 0.314
```



Record 7
Formula: CH4Cl2N3S
Source: the Open Molecules 2025 dataset
Level of theory: wB97M-V/def2-TZVPD

Results
Charge   +1
Maximum force   0.0787 Eh/bohr
Energy relative to the best compared isomer or geometry (same formula, charge and spin)   0.326 eV

Structure (XYZ):
```
11
Properties=species:S:1:pos:R:3:mulliken_charge:R:1
Cl 0.38 2.63 -0.49 -0.175
Cl 0.95 -0.26 -2.87 0.118
S 0.62 -1.82 1.74 -0.221
N -1.38 -0.26 1.06 -0.304
N 0.06 0.09 -1.48 -0.215
N 0.46 -0.58 -0.48 0.293
C -0.16 -0.80 0.76 0.413
H 1.30 1.96 -0.03 0.243
H 1.44 -0.86 -0.51 0.376
H -1.90 0.29 0.36 0.262
H -1.79 -0.39 1.94 0.211
```



Record 8
Formula: CH4Cl3N2Si
Source: the Open Molecules 2025 dataset
Level of theory: wB97M-V/def2-TZVPD

Results
Charge   +1
Maximum force   0.1369 Eh/bohr
Energy relative to the best compared isomer or geometry (same formula, charge and spin)   3.129 eV

Structure (XYZ):
```
11
Properties=species:S:1:pos:R:3:mulliken_charge:R:1
Cl -2.78 1.88 1.06 -0.114
Cl -2.67 0.19 -1.81 -0.096
Cl -3.42 -1.36 1.03 -0.105
Si -2.48 0.14 0.12 0.789
N 0.43 -0.51 1.09 -0.069
N 2.36 -0.03 -0.54 -0.725
C -0.47 -0.22 0.48 0.100
H 1.20 -0.81 0.45 0.487
H 2.32 -0.41 -1.42 0.231
H 2.23 0.95 -0.28 0.278
H 3.27 0.19 -0.20 0.226
```



Record 9
Formula: CH4ClFOP
Source: the Open Molecules 2025 dataset
Level of theory: wB97M-V/def2-TZVPD

Results
Charge   +1
Maximum force   0.1062 Eh/bohr
Energy relative to the best compared isomer or geometry (same formula, charge and spin)   0.398 eV

Structure (XYZ):
```
9
Properties=species:S:1:pos:R:3:mulliken_charge:R:1
Cl -0.48 1.24 -1.92 -0.046
P -0.48 0.14 -0.28 1.001
F -1.58 -0.98 -0.53 -0.182
O -0.98 1.00 1.00 -0.399
C 1.13 -0.74 0.18 -0.757
H -1.48 1.77 0.96 0.345
H 0.98 -0.89 1.23 0.336
H 1.76 0.07 -0.21 0.367
H 1.12 -1.60 -0.43 0.335
```



Record 10
Formula: CH4ClN2
Source: the Open Molecules 2025 dataset
Level of theory: wB97M-V/def2-TZVPD

Results
Charge   +1
Maximum force   0.1231 Eh/bohr
Energy relative to the best compared isomer or geometry (same formula, charge and spin)   2.579 eV

Structure (XYZ):
```
8
Properties=species:S:1:pos:R:3:mulliken_charge:R:1
Cl 2.85 0.06 -0.03 -0.168
N 0.13 -1.19 0.03 -0.261
N 0.21 1.14 0.02 -0.325
C 0.61 -0.05 -0.08 0.597
H 0.70 -1.96 0.06 0.266
H -0.83 1.50 0.13 0.318
H 0.92 1.78 -0.12 0.244
H -0.92 -1.37 -0.23 0.330
```



Record 11
Formula: CH4ClN3
Source: the Open Molecules 2025 dataset
Level of theory: wB97M-V/def2-TZVPD

Results
Maximum force   0.0798 Eh/bohr
SMILES string   N/N=N\CCl
Energy relative to the best compared isomer or geometry (same formula, charge and spin)   1.621 eV

Structure (XYZ):
```
9
Properties=species:S:1:pos:R:3:mulliken_charge:R:1
Cl 1.87 0.43 0.11 -0.307
N -1.28 -0.23 0.59 -0.214
N -0.94 1.02 0.45 -0.137
N -0.49 -1.10 0.13 -0.252
C 0.66 -0.87 -0.55 -0.188
H 1.37 -1.84 -0.45 0.261
H 0.05 1.47 0.28 0.229
H -1.57 1.66 0.96 0.261
H 0.32 -0.55 -1.52 0.347
```



Record 12
Formula: CH4ClNOP2
Source: the Open Molecules 2025 dataset
Level of theory: wB97M-V/def2-TZVPD

Results
Maximum force   0.0841 Eh/bohr
Energy relative to the best compared isomer or geometry (same formula, charge and spin)   2.932 eV

Structure (XYZ):
```
10
Properties=species:S:1:pos:R:3:mulliken_charge:R:1
Cl -1.05 2.47 -0.27 -0.388
P -1.06 -0.77 0.87 0.111
P 1.06 -0.81 0.39 0.129
O 0.36 1.07 2.11 -0.377
N 0.05 0.56 1.01 0.171
C 0.57 -0.46 -1.36 -0.485
H 1.29 -0.10 -2.08 0.331
H 0.06 -1.16 -1.89 0.356
H -0.13 0.41 -1.01 0.049
H -1.15 -1.22 2.22 0.103
```